[1]
14
Properties=species:S:1:pos:R:3 method="wB97M-V/def2-TZVPD" homo_lumo_gap_ev="8.04 / 9.38" spin_multiplicity=1 relative_energy_kj_mol=510.9 largest_force_ev_per_a=2.16 total_charge=0 lumo_ev="-1.55 / -0.45"
O -0.721 1.863 -0.667
C -0.013 0.882 0.027
C -1.017 -0.107 0.741
N -1.045 -1.339 0.009
C 1.597 -0.978 -0.463
C 0.628 -0.104 -0.918
O -0.122 -0.371 -1.899
H -0.966 1.423 -1.503
H 0.658 1.367 0.740
H -0.635 -0.307 1.756
H -1.999 0.376 0.855
H -1.926 -1.808 0.276
H 1.866 -1.832 -1.076
H 2.181 -0.768 0.429

[2]
14
Properties=species:S:1:pos:R:3 method="wB97M-V/def2-TZVPD" homo_lumo_gap_ev=10.18 spin_multiplicity=1 relative_energy_kj_mol=124.7 largest_force_ev_per_a=0.54 total_charge=0 lumo_ev=0.84 smiles="O=C1CNC[C@@H]1O"
O -0.481 -0.871 2.068
C -0.126 -0.249 1.094
C -0.374 1.211 0.782
N 0.056 1.360 -0.606
C 0.192 0.040 -1.243
C 0.575 -0.890 -0.096
O 0.160 -2.214 -0.274
H -1.437 1.425 0.967
H 0.209 1.850 1.457
H -0.570 1.956 -1.132
H 0.962 0.085 -2.019
H -0.735 -0.344 -1.695
H 1.662 -0.829 0.090
H -0.093 -2.531 0.608